No. 1
Here is a 9-piece molecular cluster, C34H80Cl10N4 overall at a distorted geometry from the OMol25 dataset. Energies are from ωB97M-V/def2-TZVPD.

Geometry (Å):
Cl (3.83367, 0.77131, -1.32261)
Cl (-0.28274, -0.38235, -0.40095)
Cl (4.14680, 2.74086, -5.08571)
Cl (1.80617, -2.57060, -4.16797)
Cl (0.79718, 0.49032, -6.98661)
Cl (3.67337, -3.54359, 0.15638)
Cl (2.17002, 6.00952, 2.81271)
Cl (3.90075, -7.58800, -1.31797)
Cl (8.32304, 1.36551, -5.19111)
Cl (2.72220, 3.47991, 0.60822)
N (-0.64412, 3.42626, -2.99056)
N (-4.45691, 1.70807, -0.13901)
N (2.09948, 0.00446, 4.33149)
N (-2.11853, -4.63202, 1.96214)
C (1.58983, 3.48209, 1.96774)
C (2.06807, 4.32278, 3.15578)
C (-3.71766, -0.03099, 1.32080)
C (3.18364, -0.92301, 4.61803)
C (1.15369, -1.67910, -5.59461)
C (1.64365, 0.59438, 5.64848)
C (-1.70733, 3.43047, -2.15923)
C (1.77704, -0.32375, -5.72417)
C (0.18565, -4.04817, 1.26602)
C (-0.25721, 0.13002, 3.55097)
C (2.03991, 0.41691, -1.54446)
C (3.80964, -1.51115, 3.29870)
C (-1.02835, -4.60624, 0.99505)
C (-2.69893, 4.35528, -2.25074)
C (6.58379, 1.59508, -5.62223)
C (-5.18218, 1.03200, -2.35947)
C (4.14886, -4.94402, -0.81392)
C (-5.05752, 2.46304, 1.07494)
C (-1.62368, 1.26243, -4.06145)
C (0.97941, -0.56138, 3.82923)
C (-3.48814, 0.65863, 0.20852)
C (-1.91935, -5.68195, 2.99136)
C (5.64665, 1.97656, -4.47165)
C (-2.38446, -3.17514, 2.46952)
C (-1.84987, -7.14226, 2.40174)
C (0.07044, 4.70349, -3.38403)
C (-1.02230, 2.70342, -4.26275)
C (1.50908, 4.44858, -3.24757)
C (-5.53509, 1.13570, -0.79708)
C (2.68554, 1.61533, 6.12799)
C (-5.54989, 3.92960, 0.66109)
C (1.50239, -0.32472, -0.29680)
C (3.44409, -6.19782, -0.23966)
C (-3.81721, -2.98531, 3.01771)
H (2.95914, -0.31776, -6.09350)
H (1.55180, 0.30471, -4.89188)
H (4.00289, -0.67428, 2.69581)
H (1.84451, -0.03134, -2.57696)
H (-2.52925, 5.39823, -2.63403)
H (-6.08114, 0.85286, -2.96709)
H (-4.49372, 0.24783, -2.56641)
H (2.49066, -6.32798, -0.16506)
H (-1.08301, -5.69053, 0.64576)
H (5.95819, 2.59726, -3.67764)
H (-1.78913, -2.70161, 3.28892)
H (1.29574, -2.11631, -6.34632)
H (-2.61226, 1.20780, 0.46636)
H (0.77310, -1.44477, 4.46300)
H (-4.36184, -0.87874, 1.02444)
H (-4.57423, -3.42557, 2.29348)
H (0.46183, -3.14879, 1.68866)
H (3.96306, -0.33676, 5.11208)
H (1.80958, 3.77007, -4.11558)
H (5.38730, 1.16208, -3.75278)
H (-1.21907, -3.92037, 0.15377)
H (1.68628, 3.81116, -2.37615)
H (0.63607, 1.09585, 5.66719)
H (-4.90397, 1.99421, -2.90479)
H (-6.12859, 3.65535, -0.30206)
H (-3.34961, 4.43556, -1.42052)
H (-1.10781, -5.52792, 3.79119)
H (-0.61113, -0.46247, 2.63275)
H (-2.02192, -7.99996, 3.14308)
H (-0.76454, 0.79024, -3.60836)
H (1.65435, 1.36776, -1.57260)
H (3.79633, -6.58195, 0.60342)
H (-3.91197, -3.61815, 3.86672)
H (-0.00804, 5.50961, -2.66348)
H (2.93096, -1.65623, 5.47099)
H (-4.42846, 0.39492, 2.00320)
H (-2.03967, 2.38642, -1.79648)
H (6.11342, 0.73421, -6.08630)
H (1.85163, 0.22966, 0.63931)
H (-2.72432, -5.66529, 3.85710)
H (-6.09916, 4.50085, 1.32002)
H (-4.28347, 2.66100, 1.83920)
H (6.40559, 2.21199, -6.48986)
H (-4.07153, -1.92010, 2.93704)
H (-5.87308, 1.98852, 1.72486)
H (-5.74559, 0.15850, -0.39647)
H (-1.13786, 3.42415, -1.10513)
H (0.34595, 3.73167, 1.77683)
H (3.09960, 4.05090, 3.31114)
H (1.97982, 5.40930, -3.29176)
H (-4.51325, 4.23678, 0.32762)
H (0.17330, -1.67167, -5.28197)
H (5.27971, -5.11701, -0.67445)
H (-2.45904, 1.46198, -3.50735)
H (0.61937, -3.64977, 0.24195)
H (2.67115, 2.66707, 5.67326)
H (-0.27806, 1.15246, 3.42771)
H (-1.77748, 0.85470, -5.06468)
H (3.04055, -2.12710, 2.82665)
H (1.20705, -0.90225, 2.88673)
H (1.40903, 4.05436, 4.02923)
H (2.53949, 1.87484, 7.22034)
H (2.04005, -1.30374, -0.31286)
H (-6.30588, 1.78686, -0.70129)
H (-0.74103, -7.33437, 2.09089)
H (-0.12159, 2.56833, -4.95649)
H (-2.79416, -0.35563, 1.80367)
H (-1.74797, 3.37979, -4.75823)
H (-0.92105, -0.29819, 4.36416)
H (0.80198, -4.76327, 1.69596)
H (4.77969, -2.08630, 3.47954)
H (1.46268, -0.19544, 6.57883)
H (-2.31208, -2.31732, 1.82024)
H (3.76586, 1.26323, 5.93131)
H (-2.63140, -7.35612, 1.68938)
H (-0.22591, 5.22469, -4.39365)
H (3.83621, -4.79334, -1.74693)
H (-3.15199, 0.33236, -0.78468)
H (-3.35792, 4.03906, -2.88981)
H (1.51668, 2.33880, 2.32746)

Properties
M ... 899.57 g mol⁻¹
Frontier orbital gap ... 0.312 hartree
Multiplicity ... 1
SMILES ... CCN(CC)CC.CCN(CC)CC.CCN(CC)CC.CCN(CC)CC.ClCCCl.ClCCCl.ClCCCl.ClCCCl.ClCCCl
Largest force on an atom ... 13.12 eV/A
Relative energy (zero: lowest compared OMol25 entry of this formula, charge and spin) ... 0.0 kcal/mol

---

No. 2
Here is a 2-piece molecular cluster, C5H13N2 overall at a distorted geometry from the OMol25 dataset. Energies are from ωB97M-V/def2-TZVPD.

Geometry (Å):
N (-1.66150, -0.98918, -2.08359)
N (-0.49648, -0.79128, -1.23092)
C (-0.11751, 1.68755, 1.26361)
C (-1.08075, 0.33166, -1.99241)
C (0.84289, 0.66551, 1.52797)
C (0.66089, -1.51840, -1.71907)
C (0.83504, -0.12786, 2.72273)
H (0.08887, -0.89713, 2.41992)
H (-1.66245, 1.02676, -1.53785)
H (1.77410, -0.57641, 2.86520)
H (1.67956, 0.33275, 0.85207)
H (0.57848, -2.60134, -1.47025)
H (0.40612, 0.21287, 3.61923)
H (1.65784, -0.96132, -1.33573)
H (0.29924, 2.75466, 1.46399)
H (-0.54565, 0.80034, -2.89885)
H (-1.03268, 1.73378, 1.89982)
H (0.71436, -1.60715, -2.82461)
H (-2.59081, -1.08282, -1.81778)
H (-0.34955, 1.60702, 0.27651)

Properties
M ... 101.17 g mol⁻¹
Frontier orbital gap ... 0.217 hartree
Total charge ... +1
Multiplicity ... 1
Largest force on an atom ... 4.73 eV/A
Relative energy (zero: lowest compared OMol25 entry of this formula, charge and spin) ... 163.5 kcal/mol

---

No. 3
Here is a 13-piece molecular cluster, C5H34NO14 overall at a distorted geometry from the OMol25 dataset. Energies are from ωB97M-V/def2-TZVPD.

Geometry (Å):
O (1.59885, 3.40607, -0.23374)
O (-1.90504, -2.76322, -1.07276)
O (-1.03194, 2.28489, -0.19786)
O (1.39410, -1.09113, -3.06650)
O (-1.07394, 2.23455, -2.96752)
O (-1.25664, 0.09325, 0.15181)
O (1.28022, -3.24574, 1.24891)
O (-1.32421, -0.25907, -2.31329)
O (-2.19194, -1.63122, 3.78623)
O (-4.20972, -1.30183, -2.12272)
O (-1.20723, -2.14183, 1.31476)
O (3.10804, 3.53031, 1.96278)
O (0.83062, -3.18282, -1.67248)
O (2.77942, 1.30078, -1.68621)
N (1.00476, 0.51531, 1.90213)
C (1.90759, 0.59656, 0.68159)
C (-1.00525, 1.26309, 0.51777)
C (3.02231, -0.50311, 0.78193)
C (-0.22057, 1.36537, 1.82502)
C (-1.31720, 1.04629, 2.85217)
H (2.39537, 0.42362, -1.97820)
H (2.04580, 2.73085, -0.78927)
H (1.66299, -1.82053, -2.49777)
H (1.70318, -2.50368, 1.72470)
H (3.57407, -0.45136, -0.13389)
H (0.10821, 2.49513, 1.92226)
H (-2.14906, 1.75039, 2.68275)
H (3.63557, -0.30375, 1.64974)
H (-1.45597, 0.53670, -2.85631)
H (1.30596, 0.54560, -0.22930)
H (0.70058, 2.98829, -0.08413)
H (-2.02910, -1.83477, 2.89118)
H (-0.87911, -1.23843, 0.98414)
H (-0.30071, 2.08215, -2.51793)
H (2.24857, 1.51731, 0.78662)
H (-3.75958, -1.18438, -2.96415)
H (-1.20042, 0.04259, -1.43919)
H (-1.56528, -2.43594, 0.45573)
H (-1.69869, 0.00930, 2.80075)
H (2.53734, -1.48261, 0.73438)
H (-3.01191, -1.12784, 3.79733)
H (2.81334, 2.70951, 2.40778)
H (-1.48402, 2.64351, -2.10677)
H (0.90312, -3.59941, -0.69166)
H (0.69257, -0.45328, 2.00958)
H (2.67416, 3.52767, 1.11261)
H (-3.70527, -0.71363, -1.55942)
H (0.44548, -0.80838, -2.88836)
H (3.37385, 1.60213, -2.30655)
H (-1.55756, -1.84094, -1.15378)
H (-1.15986, 1.22765, 3.93435)
H (-0.06078, -3.32640, -1.94624)
H (0.32570, -3.00866, 1.22676)
H (-2.80780, -2.77876, -1.29468)

Properties
M ... 332.32 g mol⁻¹
Frontier orbital gap ... 0.328 hartree
Total charge ... -1
Multiplicity ... 1
Largest force on an atom ... 5.21 eV/A
Relative energy (zero: lowest compared OMol25 entry of this formula, charge and spin) ... 55.8 kcal/mol

---

No. 4
Here is a 2-piece molecular cluster, C6H12O overall at a distorted geometry from the OMol25 dataset. Energies are from ωB97M-V/def2-TZVPD.

Geometry (Å):
O (-2.16654, -1.75849, -2.75055)
C (-0.65746, 0.77571, 0.35363)
C (-0.53485, 1.17210, -1.10303)
C (0.62494, 1.47844, -1.83308)
C (0.57919, -0.56295, 2.06867)
C (1.88344, -0.75716, 2.73510)
C (0.56065, 0.30547, 1.04364)
H (-2.01589, -2.31295, -1.98848)
H (2.15686, -1.69855, 3.26831)
H (-1.37789, 1.33321, -1.69115)
H (2.70166, -0.89804, 2.02512)
H (1.41923, 0.67468, 0.55192)
H (1.62174, 1.57283, -1.46477)
H (2.02028, 0.08991, 3.45198)
H (-1.47046, -1.23554, -2.79570)
H (-1.19241, 1.54024, 1.05998)
H (0.44762, 1.77695, -2.86765)
H (-1.42968, -0.15502, 0.36863)
H (-0.28415, -1.08952, 2.49661)

Properties
M ... 100.16 g mol⁻¹
Frontier orbital gap (alpha / beta) ... 0.100 / 0.340 hartree
⟨S²⟩ ... 0.7506
Total charge ... -1
Multiplicity ... 2
Largest force on an atom ... 6.59 eV/A
Relative energy (zero: lowest compared OMol25 entry of this formula, charge and spin) ... 62.2 kcal/mol

---

No. 5
Here is a 2-piece molecular cluster, C6H9NO overall at a distorted geometry from the OMol25 dataset. Energies are from ωB97M-V/def2-TZVPD.

Geometry (Å):
O (-2.28526, 1.39974, -0.07868)
N (-0.18342, -2.78170, 0.46119)
C (0.86326, 0.67651, 0.10223)
C (-0.10194, -1.70287, 0.09131)
C (1.27019, 0.56827, 1.51200)
C (-1.91628, 0.38157, 0.41588)
C (-0.06919, -0.41471, -0.39323)
C (-0.34640, -0.42479, -1.87955)
H (0.50330, 0.76619, 2.38370)
H (-2.25624, -0.27792, 1.18399)
H (1.80719, -0.47183, 1.73999)
H (0.63858, -0.43829, -2.32743)
H (1.73833, 0.86456, -0.44764)
H (-0.95415, -1.38370, -2.25087)
H (-0.99272, 0.31402, -2.27226)
H (2.00299, 1.39756, 1.79917)
H (0.28177, 1.52741, -0.03981)

Properties
M ... 111.14 g mol⁻¹
Frontier orbital gap ... 0.336 hartree
Multiplicity ... 1
Largest force on an atom ... 4.68 eV/A
Relative energy (zero: lowest compared OMol25 entry of this formula, charge and spin) ... 80.9 kcal/mol

---

No. 6
Here is C25H27BF5N7OS2V as an isolated structure at a distorted geometry from the OMol25 dataset. Energies are from ωB97M-V/def2-TZVPD.

Geometry (Å):
V (0.66583, -0.16918, 0.17328)
S (1.64846, -0.14686, -2.21687)
S (-1.52958, 0.26142, -0.94351)
F (-3.58806, 2.42562, -1.03578)
F (-5.46202, 1.82943, 3.21053)
F (-5.36553, 3.12904, 0.81854)
F (-3.73491, -0.22208, 3.68589)
F (-1.98561, -0.98128, 1.83822)
O (-2.06910, -5.56095, -2.38495)
N (-0.51216, -4.55209, -3.67324)
N (0.42789, 0.66363, 2.09767)
N (1.10755, 2.32830, -1.37873)
N (1.42551, 2.08698, -3.61876)
N (2.41769, -0.89095, 0.86166)
N (0.92488, 1.81804, -0.12162)
N (0.09600, -2.36527, 0.10259)
C (-2.39677, -4.37380, -5.29079)
C (-3.69974, 0.42361, 2.51583)
C (-4.57904, 1.46346, 2.27940)
C (0.21334, 2.03679, 4.50673)
C (0.28810, 0.65082, 4.48601)
C (0.28825, 2.72463, 3.31424)
C (-4.52740, 2.11731, 1.06201)
C (0.51694, 4.12860, 0.59656)
C (-2.79123, 0.05205, 1.54059)
C (3.30307, -1.24290, 1.51944)
C (-1.14356, -5.12231, -4.86466)
C (0.42063, 2.01558, 2.12279)
C (0.72804, -3.80746, -3.85604)
C (-1.07861, -4.84885, -2.48088)
C (-3.60026, 1.73140, 0.11033)
C (-0.30993, -5.10383, -0.13386)
C (0.30106, -3.18652, 1.13224)
C (-2.69673, 0.69069, 0.30902)
C (-0.29525, -2.90740, -1.05371)
C (-0.50290, -4.26335, -1.22184)
C (1.35656, 1.49149, -2.41375)
C (0.53920, -2.51886, -4.64048)
C (0.39307, 0.01637, 3.26772)
C (0.62867, 2.65858, 0.82809)
C (0.11135, -4.55598, 1.06249)
B (4.46019, -1.72133, 2.48833)
H (1.16084, -3.60255, -2.87949)
H (1.43814, -4.45877, -4.37625)
H (-0.31179, 4.34854, -0.08500)
H (-2.81690, -4.82305, -6.19196)
H (-0.39249, -5.11015, -5.65640)
H (0.26056, 3.80365, 3.30733)
H (5.48758, -1.19090, 2.12938)
H (1.43833, 4.53292, 0.16939)
H (0.29052, -5.16629, 1.93576)
H (0.11573, 2.57309, 5.44081)
H (0.45211, -1.06003, 3.21823)
H (4.50890, -2.93141, 2.41218)
H (4.12376, -1.35767, 3.60020)
H (0.32045, 4.67316, 1.51358)
H (0.26597, 0.06585, 5.39349)
H (-2.18056, -3.32602, -5.50166)
H (0.64524, -2.73604, 2.05138)
H (-1.38930, -6.16266, -4.65191)
H (1.49522, 1.48347, -4.41961)
H (-0.48877, -2.20587, -1.85699)
H (1.48593, -1.98226, -4.71183)
H (0.84617, 3.28740, -1.54572)
H (1.04518, 3.00650, -3.76932)
H (-0.18437, -1.86455, -4.15093)
H (0.18798, -2.72140, -5.65290)
H (-3.14835, -4.42241, -4.50468)
H (-0.50497, -6.16300, -0.23682)

Properties
M ... 662.42 g mol⁻¹
Frontier orbital gap (alpha / beta) ... 0.226 / 0.244 hartree
⟨S²⟩ ... 3.7751
Multiplicity ... 4
Largest force on an atom ... 1.33 eV/A
Relative energy (zero: lowest compared OMol25 entry of this formula, charge and spin) ... 0.0 kcal/mol